Below is a 9-piece molecular cluster, C50H92F3NO30 overall, with properties calculated with ωB97M-V/def2-TZVPD.

Energy above the lowest of the compared OMol25 structures with the same formula, charge and spin ... 1404.9 kJ/mol
Total charge ... 0
E ... -124393.398 eV
HOMO energy ... -8.92 eV

Element x y z (Å)
C (3.948, 1.407, 3.138)
C (3.466, 0.826, 1.684)
C (2.039, -0.015, 1.726)
O (1.253, 0.194, 2.951)
C (-0.189, -0.158, 2.728)
C (-0.886, -0.010, 4.241)
C (-0.765, 1.574, 4.762)
O (-0.843, 1.525, 6.254)
C (-2.292, 1.349, 6.519)
O (-2.750, 0.172, 6.960)
C (-0.352, -1.654, 2.079)
C (-1.649, -2.508, 2.626)
N (-1.774, -3.881, 1.932)
C (-1.395, -5.003, 2.887)
C (0.069, -4.796, 3.617)
C (-3.259, -4.151, 1.613)
C (-3.781, -4.671, 0.117)
O (-4.248, -3.992, 2.530)
O (-0.747, 0.940, 1.925)
C (-2.072, 0.622, 1.375)
O (-2.125, 0.162, 0.096)
C (-3.516, 0.789, 2.142)
C (-4.818, 0.877, 1.147)
C (-6.121, 0.294, 2.014)
F (-6.218, 0.409, 3.513)
C (-7.305, -0.357, 1.349)
F (-7.285, -1.819, 1.033)
F (-8.547, 0.408, 1.004)
H (5.131, 1.253, 3.181)
H (3.784, 2.571, 3.147)
H (3.520, 0.844, 4.070)
H (3.385, 1.689, 0.885)
H (4.319, 0.070, 1.330)
H (1.473, 0.272, 0.727)
H (2.349, -1.158, 1.585)
H (-0.227, -0.635, 4.980)
H (-2.026, -0.272, 4.248)
H (-1.573, 2.275, 4.283)
H (0.288, 2.049, 4.512)
H (-2.980, 2.293, 6.332)
H (0.602, -2.329, 2.322)
H (-0.413, -1.640, 0.891)
H (-2.653, -1.936, 2.325)
H (-1.695, -2.641, 3.787)
H (-1.292, -5.993, 2.229)
H (-2.256, -5.239, 3.666)
H (-0.005, -3.899, 4.399)
H (0.313, -5.753, 4.276)
H (0.915, -4.583, 2.827)
H (-4.643, -5.476, 0.303)
H (-2.864, -5.148, -0.440)
H (-4.282, -3.788, -0.505)
H (-3.423, 1.779, 2.800)
H (-3.726, -0.123, 2.883)
H (-4.741, 0.219, 0.183)
H (-5.033, 2.012, 0.953)
C (-11.024, -1.006, 0.204)
C (-11.282, 0.329, -0.472)
O (-11.800, 0.144, -1.796)
C (-13.109, -0.202, -1.868)
O (-13.867, -0.360, -0.925)
O (-13.425, -0.377, -3.178)
C (-14.753, -0.851, -3.390)
H (-10.380, -1.635, -0.419)
H (-10.547, -0.862, 1.178)
H (-11.955, -1.561, 0.358)
H (-10.335, 0.870, -0.575)
H (-11.952, 0.962, 0.122)
H (-15.489, -0.213, -2.891)
H (-14.839, -1.884, -3.043)
H (-14.954, -0.829, -4.465)
C (5.850, -5.716, 7.892)
C (4.368, -5.460, 7.679)
O (3.992, -5.719, 6.320)
C (3.865, -7.027, 5.988)
O (4.034, -7.980, 6.731)
O (3.547, -7.097, 4.668)
C (3.490, -8.428, 4.160)
H (6.446, -5.147, 7.172)
H (6.150, -5.433, 8.905)
H (6.097, -6.771, 7.745)
H (4.153, -4.404, 7.871)
H (3.751, -6.046, 8.371)
H (2.821, -9.055, 4.758)
H (4.495, -8.857, 4.128)
H (3.099, -8.385, 3.140)
C (-12.683, 4.738, -8.211)
C (-13.833, 3.833, -7.802)
O (-13.350, 2.570, -7.328)
C (-12.839, 2.573, -6.072)
O (-12.764, 3.537, -5.326)
O (-12.394, 1.319, -5.795)
C (-11.731, 1.209, -4.538)
H (-12.035, 4.232, -8.935)
H (-13.058, 5.664, -8.655)
H (-12.056, 4.998, -7.353)
H (-14.457, 3.625, -8.677)
H (-14.476, 4.309, -7.052)
H (-12.355, 1.592, -3.723)
H (-10.775, 1.738, -4.574)
H (-11.535, 0.150, -4.350)
C (7.338, 4.141, 9.651)
C (7.638, 3.893, 8.182)
O (6.886, 2.779, 7.684)
C (5.577, 3.026, 7.427)
O (5.001, 4.092, 7.574)
O (5.006, 1.867, 7.005)
C (3.598, 1.961, 6.801)
H (7.494, 3.228, 10.235)
H (7.978, 4.933, 10.049)
H (6.295, 4.437, 9.799)
H (8.696, 3.636, 8.069)
H (7.456, 4.787, 7.574)
H (3.346, 2.789, 6.131)
H (3.091, 2.075, 7.763)
H (3.259, 1.030, 6.339)
C (8.497, -2.011, -1.218)
C (8.482, -2.897, 0.016)
O (9.226, -2.301, 1.087)
C (8.600, -1.293, 1.742)
O (7.481, -0.864, 1.507)
O (9.449, -0.817, 2.690)
C (8.953, 0.325, 3.386)
H (9.525, -1.764, -1.501)
H (8.006, -2.509, -2.058)
H (7.983, -1.063, -1.033)
H (8.972, -3.849, -0.218)
H (7.460, -3.130, 0.336)
H (7.960, 0.135, 3.807)
H (8.928, 1.188, 2.713)
H (9.638, 0.546, 4.208)
C (5.342, 3.503, -4.936)
C (4.665, 2.148, -4.811)
O (5.376, 1.300, -3.901)
C (5.191, 1.570, -2.585)
O (4.482, 2.448, -2.122)
O (5.960, 0.709, -1.867)
C (5.941, 0.956, -0.463)
H (6.396, 3.383, -5.204)
H (4.848, 4.114, -5.697)
H (5.316, 4.049, -3.989)
H (4.677, 1.648, -5.786)
H (3.615, 2.245, -4.512)
H (4.917, 0.983, -0.076)
H (6.462, 1.892, -0.244)
H (6.473, 0.139, 0.032)
C (1.412, -3.215, -6.218)
C (0.345, -2.688, -5.273)
O (0.850, -2.578, -3.937)
C (1.655, -1.512, -3.702)
O (1.973, -0.656, -4.512)
O (2.076, -1.579, -2.411)
C (3.021, -0.570, -2.062)
H (1.828, -4.155, -5.843)
H (0.998, -3.381, -7.216)
H (2.247, -2.513, -6.307)
H (-0.488, -3.397, -5.240)
H (-0.062, -1.729, -5.615)
H (2.644, 0.430, -2.300)
H (3.970, -0.757, -2.573)
H (3.191, -0.624, -0.983)
C (4.722, 5.141, -12.083)
C (3.607, 4.973, -11.064)
O (4.137, 4.839, -9.739)
C (4.561, 5.989, -9.160)
O (4.524, 7.103, -9.657)
O (5.066, 5.682, -7.936)
C (5.648, 6.794, -7.260)
H (5.447, 4.326, -11.997)
H (4.318, 5.153, -13.099)
H (5.271, 6.073, -11.921)
H (3.057, 4.051, -11.280)
H (2.885, 5.797, -11.112)
H (4.949, 7.633, -7.196)
H (6.569, 7.096, -7.766)
H (5.899, 6.479, -6.243)